{
  "formula": "C8H9FN3S",
  "method": "wB97M-V/def2-TZVPD",
  "homo_lumo_gap_ev": 8.77,
  "relative_energy_kcal_mol": 1.4,
  "total_charge": 1,
  "spin_multiplicity": 1,
  "smiles": "[NH2+]=C1CC=N[C@](F)(c2cccs2)N1",
  "elements": ["N", "C", "C", "C", "N", "C", "F", "C", "C", "C", "C", "S", "N", "H", "H", "H", "H", "H", "H", "H", "H", "H"],
  "positions_angstrom": [[0.793, -2.235, -1.776], [1.046, -1.398, -0.808], [2.022, -1.880, 0.294], [1.668, -1.067, 1.529], [0.894, -0.069, 1.641], [0.629, 0.767, 0.579], [1.529, 1.745, 0.484], [-0.735, 1.316, 0.565], [-1.329, 1.969, -0.512], [-2.680, 2.256, -0.255], [-3.045, 1.891, 1.032], [-1.798, 1.045, 1.905], [0.660, -0.129, -0.795], [1.239, -3.108, -1.819], [0.133, -2.165, -2.577], [2.965, -1.488, 0.026], [2.102, -2.947, 0.292], [2.079, -1.489, 2.503], [-0.677, 2.058, -1.324], [-3.411, 2.534, -1.022], [-4.045, 2.208, 1.537], [-0.037, 0.186, -1.499]],
  "atomic_forces_ev_per_a": [[-1.7, -0.2, -1.9], [1.4, 1.3, 0.6], [-2.1, 2.7, -1.2], [-0.2, -1.8, 2.4], [1.9, -0.3, 0.8], [-1.7, -1.3, -2.2], [0.8, -0.1, -0.4], [-1.3, 0.3, 0.2], [0.6, -1.6, 2.6], [-0.7, -0.4, 0.3], [-1.5, 0.6, 0.5], [-0.4, 1.3, -1.2], [-0.2, -0.2, 0.4], [0.8, -1.2, 0.4], [0.6, 0.8, 1.1], [1.4, 0.3, -0.6], [-0.3, -0.5, 0.8], [-0.7, 0.4, -1.2], [0.1, 0.9, -1.7], [0.4, 0.5, 0.5], [2.0, -1.1, -1.0], [0.8, -0.4, 0.7]],
  "lowdin_charge": [0.22, -0.29, 0.00, -0.05, 0.14, -0.52, 0.15, -0.48, -0.11, -0.16, -0.38, 1.08, 0.22, 0.11, 0.17, 0.13, 0.13, 0.16, 0.10, 0.12, 0.12, 0.15]
}

---

{
  "formula": "C8H9IN2",
  "method": "wB97M-V/def2-TZVPD",
  "homo_lumo_gap_ev": 7.85,
  "relative_energy_kcal_mol": 41.8,
  "spin_multiplicity": 1,
  "elements": ["C", "C", "C", "C", "C", "C", "C", "C", "N", "N", "I", "H", "H", "H", "H", "H", "H", "H", "H", "H"],
  "positions_angstrom": [[-1.902, 0.492, -1.913], [0.524, -2.982, -0.734], [0.562, -2.485, 0.651], [-0.333, -2.137, -1.376], [-0.195, -1.360, 0.819], [0.102, 1.879, 1.610], [-0.868, 2.411, 0.840], [-1.659, -0.127, -0.807], [-2.316, 1.006, -2.937], [-0.794, -1.170, -0.481], [-3.447, -0.044, 0.448], [0.712, -4.001, -1.067], [1.122, -2.865, 1.502], [-0.508, -2.101, -2.379], [-0.288, -0.698, 1.721], [0.869, 1.177, 1.239], [-1.963, 1.953, -3.219], [0.427, 2.275, 2.637], [-1.721, 3.059, 1.216], [-0.970, 1.877, -0.074]],
  "atomic_forces_ev_per_a": [[0.0, 0.5, -1.0], [-1.2, 0.3, 1.9], [0.5, -0.3, 0.3], [0.8, 0.3, 3.1], [-0.1, -0.6, -1.8], [1.1, 1.8, 1.2], [-0.1, -0.7, 2.1], [-1.3, -1.2, 1.5], [0.7, 0.9, -0.8], [0.9, 0.7, 0.6], [0.7, 0.1, -0.3], [0.7, 0.6, 0.0], [0.0, -0.3, -0.4], [-1.1, 0.2, -2.4], [-0.3, -0.8, -1.5], [-0.8, 0.3, -0.2], [-0.5, -1.0, 0.7], [-1.0, -0.6, -1.4], [1.5, -0.6, -0.5], [-0.3, 0.5, -0.8]],
  "lowdin_charge": [-0.31, -0.07, -0.10, -0.08, -0.10, -0.10, -0.11, -0.66, 0.16, -0.14, 0.85, 0.10, 0.09, 0.09, 0.11, 0.04, 0.10, 0.07, 0.08, -0.02]
}

---

{
  "formula": "C8H9INO4S",
  "method": "wB97M-V/def2-TZVPD",
  "homo_lumo_gap_ev": [6.40, 4.03],
  "total_charge": 1,
  "spin_multiplicity": 3,
  "elements": ["C", "C", "C", "C", "C", "C", "C", "C", "N", "O", "O", "O", "O", "S", "I", "H", "H", "H", "H", "H", "H", "H", "H", "H"],
  "positions_angstrom": [[-2.345, 1.039, 0.896], [-0.927, 0.971, 0.943], [-3.071, 0.103, 0.108], [-0.236, -0.129, 0.325], [-2.368, -1.051, -0.389], [1.108, -0.110, 0.511], [-1.012, -1.194, -0.228], [3.175, -1.160, 0.077], [-0.516, -2.392, -0.545], [1.755, 1.082, 0.596], [1.202, 3.493, -0.104], [0.917, 1.705, -1.712], [1.751, -1.230, 0.298], [1.906, 2.256, -0.829], [-5.055, 0.460, -0.503], [-2.946, 1.870, 1.335], [-0.463, 1.816, 1.446], [-3.022, -1.702, -0.913], [3.375, -0.168, -0.348], [3.520, -1.901, -0.641], [3.860, -1.396, 0.986], [0.321, -2.894, -0.237], [-1.180, -3.010, -1.042], [0.252, 3.542, -0.031]],
  "atomic_forces_ev_per_a": [[0.8, 1.1, -0.2], [-3.9, 0.6, -0.3], [-0.1, 0.2, -0.1], [-3.1, 1.2, 1.3], [-1.0, 1.9, 0.1], [3.0, 2.0, -1.2], [-0.4, -0.3, 0.7], [1.8, 0.2, 0.7], [0.3, -3.1, -1.7], [0.0, -1.1, 0.5], [2.1, 0.1, 0.1], [0.5, -0.2, -0.6], [1.8, -1.0, 0.2], [-2.4, -0.2, 1.0], [1.7, -0.3, 0.6], [1.0, -0.7, -0.2], [0.4, -0.6, 0.0], [0.2, -1.2, -0.4], [0.4, -0.5, 0.4], [-0.8, -0.2, -0.2], [-1.8, 0.8, -1.0], [-0.5, 1.2, 0.0], [0.8, 0.6, 0.7], [-0.8, -0.5, -0.3]],
  "mulliken_spin": [-0.01, 0.18, 0.42, 0.14, 0.17, 0.36, 0.12, -0.01, 0.03, -0.01, 0.01, 0.02, 0.13, 0.08, 0.36, 0.00, 0.01, 0.00, 0.00, 0.01, 0.01, 0.00, 0.00, 0.00]
}

---

{
  "formula": "C8H9N",
  "method": "wB97M-V/def2-TZVPD",
  "homo_lumo_gap_ev": [7.80, 7.80],
  "relative_energy_kcal_mol": 130.9,
  "spin_multiplicity": 1,
  "elements": ["C", "C", "C", "C", "C", "C", "C", "C", "N", "H", "H", "H", "H", "H", "H", "H", "H", "H"],
  "positions_angstrom": [[-1.007, 1.303, -0.954], [0.195, 0.798, -0.897], [1.785, -2.190, -1.106], [-2.171, 0.827, -0.363], [1.197, -1.331, -0.507], [0.713, -0.158, 0.154], [-2.426, -1.255, 0.965], [1.755, 0.582, 1.004], [-2.189, -0.133, 0.528], [-1.142, 2.032, -1.696], [0.939, 1.070, -1.520], [2.386, -3.011, -1.238], [-3.086, 1.191, -0.781], [-0.059, -0.523, 0.861], [-2.721, -1.481, 1.931], [2.467, 1.115, 0.407], [2.227, -0.124, 1.740], [1.136, 1.289, 1.471]],
  "atomic_forces_ev_per_a": [[0.7, 0.3, -0.8], [-0.4, -1.7, 3.0], [-0.8, 1.0, 1.0], [-0.9, -1.2, 2.1], [1.2, -0.5, -0.6], [-0.9, -0.2, 0.4], [0.4, 1.4, -2.3], [0.1, -1.8, 0.1], [-1.5, -0.6, -1.1], [-0.4, 1.0, -0.9], [2.3, 1.3, -2.2], [0.8, -1.4, -0.8], [-0.7, -0.2, 0.3], [0.4, 0.6, -0.6], [-0.2, -0.2, 2.2], [0.6, 0.0, -0.3], [-0.3, 0.9, -0.7], [-0.4, 1.2, 1.3]],
  "lowdin_charge": [-0.11, -0.06, 0.13, -0.13, -0.11, -0.40, 0.10, -0.04, -0.03, 0.10, 0.08, 0.00, 0.12, 0.11, 0.01, 0.08, 0.11, 0.06]
}

---

Copy entry 1 word for word.
{
  "formula": "C8H9FN3S",
  "method": "wB97M-V/def2-TZVPD",
  "homo_lumo_gap_ev": 8.77,
  "relative_energy_kcal_mol": 1.4,
  "total_charge": 1,
  "spin_multiplicity": 1,
  "smiles": "[NH2+]=C1CC=N[C@](F)(c2cccs2)N1",
  "elements": ["N", "C", "C", "C", "N", "C", "F", "C", "C", "C", "C", "S", "N", "H", "H", "H", "H", "H", "H", "H", "H", "H"],
  "positions_angstrom": [[0.793, -2.235, -1.776], [1.046, -1.398, -0.808], [2.022, -1.880, 0.294], [1.668, -1.067, 1.529], [0.894, -0.069, 1.641], [0.629, 0.767, 0.579], [1.529, 1.745, 0.484], [-0.735, 1.316, 0.565], [-1.329, 1.969, -0.512], [-2.680, 2.256, -0.255], [-3.045, 1.891, 1.032], [-1.798, 1.045, 1.905], [0.660, -0.129, -0.795], [1.239, -3.108, -1.819], [0.133, -2.165, -2.577], [2.965, -1.488, 0.026], [2.102, -2.947, 0.292], [2.079, -1.489, 2.503], [-0.677, 2.058, -1.324], [-3.411, 2.534, -1.022], [-4.045, 2.208, 1.537], [-0.037, 0.186, -1.499]],
  "atomic_forces_ev_per_a": [[-1.7, -0.2, -1.9], [1.4, 1.3, 0.6], [-2.1, 2.7, -1.2], [-0.2, -1.8, 2.4], [1.9, -0.3, 0.8], [-1.7, -1.3, -2.2], [0.8, -0.1, -0.4], [-1.3, 0.3, 0.2], [0.6, -1.6, 2.6], [-0.7, -0.4, 0.3], [-1.5, 0.6, 0.5], [-0.4, 1.3, -1.2], [-0.2, -0.2, 0.4], [0.8, -1.2, 0.4], [0.6, 0.8, 1.1], [1.4, 0.3, -0.6], [-0.3, -0.5, 0.8], [-0.7, 0.4, -1.2], [0.1, 0.9, -1.7], [0.4, 0.5, 0.5], [2.0, -1.1, -1.0], [0.8, -0.4, 0.7]],
  "lowdin_charge": [0.22, -0.29, 0.00, -0.05, 0.14, -0.52, 0.15, -0.48, -0.11, -0.16, -0.38, 1.08, 0.22, 0.11, 0.17, 0.13, 0.13, 0.16, 0.10, 0.12, 0.12, 0.15]
}

---

Repeat the fourth record exactly.
{
  "formula": "C8H9N",
  "method": "wB97M-V/def2-TZVPD",
  "homo_lumo_gap_ev": [7.80, 7.80],
  "relative_energy_kcal_mol": 130.9,
  "spin_multiplicity": 1,
  "elements": ["C", "C", "C", "C", "C", "C", "C", "C", "N", "H", "H", "H", "H", "H", "H", "H", "H", "H"],
  "positions_angstrom": [[-1.007, 1.303, -0.954], [0.195, 0.798, -0.897], [1.785, -2.190, -1.106], [-2.171, 0.827, -0.363], [1.197, -1.331, -0.507], [0.713, -0.158, 0.154], [-2.426, -1.255, 0.965], [1.755, 0.582, 1.004], [-2.189, -0.133, 0.528], [-1.142, 2.032, -1.696], [0.939, 1.070, -1.520], [2.386, -3.011, -1.238], [-3.086, 1.191, -0.781], [-0.059, -0.523, 0.861], [-2.721, -1.481, 1.931], [2.467, 1.115, 0.407], [2.227, -0.124, 1.740], [1.136, 1.289, 1.471]],
  "atomic_forces_ev_per_a": [[0.7, 0.3, -0.8], [-0.4, -1.7, 3.0], [-0.8, 1.0, 1.0], [-0.9, -1.2, 2.1], [1.2, -0.5, -0.6], [-0.9, -0.2, 0.4], [0.4, 1.4, -2.3], [0.1, -1.8, 0.1], [-1.5, -0.6, -1.1], [-0.4, 1.0, -0.9], [2.3, 1.3, -2.2], [0.8, -1.4, -0.8], [-0.7, -0.2, 0.3], [0.4, 0.6, -0.6], [-0.2, -0.2, 2.2], [0.6, 0.0, -0.3], [-0.3, 0.9, -0.7], [-0.4, 1.2, 1.3]],
  "lowdin_charge": [-0.11, -0.06, 0.13, -0.13, -0.11, -0.40, 0.10, -0.04, -0.03, 0.10, 0.08, 0.00, 0.12, 0.11, 0.01, 0.08, 0.11, 0.06]
}